## 1
A cluster of 3 separate species, C2H8NO3P in total, computed with the ωB97M-V functional and the def2-TZVPD basis.

Summary:
E_LUMO: 0.47 eV
Frontier orbital gap: 10.378 eV
SMILES string: [H]/N=P/OC.C=O.O
HOMO: -0.364 hartree

The geometry in XYZ format:
```
15
C2H8NO3P the ωB97M-V functional and the def2-TZVPD basis
P -0.559 -0.479 -0.190
O 2.253 0.334 3.103
O -1.513 -1.567 -1.025
O 2.590 1.450 0.027
N -1.388 0.821 -0.305
C -2.758 -1.350 -1.575
C 1.391 0.542 3.886
H -2.561 -1.193 -2.617
H -3.585 -2.128 -1.571
H 2.721 0.947 0.835
H 1.694 0.931 4.885
H -0.980 1.538 0.180
H 3.232 2.263 0.054
H 0.322 0.383 3.797
H -3.139 -0.367 -1.264
```

=====

## 2
The molecule C2H8NO3P, computed with the ωB97M-V functional and the def2-TZVPD basis.

Summary:
E_LUMO: 0.80 eV
Frontier orbital gap: 10.389 eV
SMILES string: COP(=N)(O)OC
HOMO: -0.352 hartree

The geometry in XYZ format:
```
15
C2H8NO3P the ωB97M-V functional and the def2-TZVPD basis
P -0.129 -0.253 0.520
O -0.974 -1.331 -0.287
O -1.210 -0.001 1.899
O -0.458 1.040 -0.298
N 1.370 -0.574 0.792
C -0.374 -1.680 -1.574
C 0.285 2.288 0.034
H 1.183 1.912 0.300
H 0.767 -1.600 -1.446
H 1.569 -0.998 1.594
H 0.441 2.923 -0.882
H -0.128 2.751 0.905
H -1.222 -0.850 2.366
H -0.584 -2.755 -1.699
H -0.537 -0.869 -2.225
```

=====

The structure shown above that is least stable: 1.